{
  "formula": "C35H51MnN5O2PSTe",
  "method": "ωB97M-V/def2-TZVPD",
  "energy_ha": -3946.9922,
  "orbital_gap_ev": [5.34, 5.17],
  "e_lumo_ev": [2.3, 1.8],
  "e_homo_ha": [-0.1120, -0.1234],
  "charge": -1,
  "s_squared": 8.9067,
  "fmax_ev_per_a": 2.24,
  "spin_multiplicity": 6,
  "symbols": ["Mn", "N", "C", "S", "N", "N", "C", "C", "C", "C", "C", "C", "N", "H", "H", "H", "H", "H", "H", "H", "C", "P", "C", "C", "O", "H", "H", "H", "H", "H", "H", "H", "H", "H", "C", "C", "C", "C", "C", "H", "H", "H", "H", "H", "H", "H", "H", "H", "H", "C", "C", "O", "N", "Te", "C", "C", "C", "C", "C", "C", "C", "C", "C", "C", "C", "C", "C", "C", "C", "C", "C", "C", "H", "H", "H", "H", "H", "H", "H", "H", "H", "H", "H", "H", "H", "H", "H", "H", "H", "H", "H", "H", "H", "H", "H", "H", "H"],
  "xyz": [[12.36588, 18.50566, 9.46424], [14.68504, 17.23586, 13.06354], [13.79486, 17.70937, 12.06357], [14.46468, 18.23206, 10.51259], [12.56950, 17.86347, 12.34127], [11.86379, 18.50364, 11.35304], [10.48111, 18.41642, 11.60571], [9.79153, 19.78892, 11.37974], [8.87535, 20.20852, 12.28644], [8.17418, 21.39278, 12.17214], [8.46122, 22.19386, 11.08787], [9.37960, 21.76105, 10.17998], [10.10202, 20.60113, 10.35038], [15.55024, 16.86825, 12.73734], [14.22130, 16.57780, 13.67730], [10.32178, 18.25530, 12.68778], [8.68300, 19.52714, 13.08965], [7.48976, 21.63332, 12.97180], [8.01114, 23.15780, 10.93622], [9.80603, 22.32896, 9.35843], [6.51064, 17.69446, 9.49032], [8.18745, 18.27960, 8.88848], [7.70300, 19.73350, 7.83162], [8.40026, 16.97443, 7.62714], [11.05390, 20.30064, 9.49747], [5.79981, 17.58705, 8.67336], [6.06867, 18.37759, 10.24268], [6.68611, 16.74596, 10.01729], [6.95594, 19.49075, 7.08676], [8.54670, 20.17056, 7.32918], [7.23877, 20.51544, 8.42985], [7.45211, 16.59500, 7.23548], [9.04759, 16.16634, 8.05250], [8.97214, 17.45385, 6.82346], [13.11806, 19.88517, 5.23681], [13.51994, 19.74204, 6.69826], [13.59423, 21.17290, 7.22179], [14.87858, 19.02405, 6.84565], [12.45737, 18.98563, 7.46438], [13.71400, 20.65623, 4.72365], [12.07409, 20.24275, 5.20889], [13.22240, 18.95900, 4.63977], [14.38186, 21.75526, 6.71809], [13.78130, 21.15817, 8.31278], [12.66186, 21.69043, 7.03557], [15.66180, 19.44459, 6.24681], [14.72624, 17.97437, 6.55145], [15.13929, 19.08206, 7.88934], [11.48897, 19.53645, 7.33937], [11.91786, 15.43512, 6.79516], [11.82241, 16.72454, 7.55597], [12.30894, 17.73881, 6.78583], [11.47326, 16.85796, 8.76663], [12.30202, 13.85397, 10.75761], [12.60297, 11.83707, 11.40969], [12.07527, 11.41738, 12.64375], [11.28647, 12.25824, 13.60093], [12.41454, 10.12829, 13.08665], [13.28174, 9.31362, 12.37733], [13.72279, 7.96232, 12.87635], [13.73658, 9.76535, 11.14684], [13.39372, 10.99398, 10.61937], [13.92490, 11.39513, 9.24925], [10.23945, 13.89215, 10.84734], [9.56940, 14.64696, 11.88485], [10.16984, 15.50985, 12.80503], [8.15389, 14.57510, 11.90646], [7.42662, 13.77031, 11.05954], [5.91747, 13.72165, 11.16099], [8.09907, 13.01062, 10.12610], [9.49530, 13.08372, 10.00983], [10.16052, 12.19514, 9.00074], [12.38289, 15.55230, 5.80558], [10.96450, 14.89693, 6.61470], [12.51332, 14.75070, 7.37916], [11.87200, 13.16862, 13.70377], [11.21469, 11.80833, 14.57043], [10.32841, 12.54992, 13.19321], [12.06419, 9.90923, 14.08703], [14.37121, 8.05825, 13.75304], [14.26454, 7.48605, 12.08426], [12.82612, 7.35640, 13.18168], [14.44210, 9.18603, 10.58112], [14.47052, 10.54365, 8.78389], [14.66604, 12.18633, 9.31087], [13.14143, 11.75086, 8.57557], [11.27151, 15.65911, 12.87373], [9.58234, 16.03019, 13.52439], [9.89450, 17.65540, 11.03576], [7.68786, 15.25097, 12.62457], [5.52112, 13.37544, 12.11345], [5.49269, 13.10411, 10.38452], [5.48366, 14.73404, 11.09838], [7.50974, 12.42842, 9.45034], [9.41661, 11.76025, 8.31900], [10.72079, 11.42442, 9.53077], [10.84415, 12.77650, 8.38778]]
}

{
  "formula": "C16H16MnO12",
  "method": "ωB97M-V/def2-TZVPD",
  "energy_ha": -2673.1237,
  "orbital_gap_ev": [4.60, 4.72],
  "e_lumo_ev": [3.9, 3.3],
  "e_homo_ha": [-0.0240, -0.0533],
  "charge": -2,
  "s_squared": 8.9889,
  "fmax_ev_per_a": 2.97,
  "spin_multiplicity": 6,
  "symbols": ["Mn", "C", "C", "C", "O", "C", "C", "C", "O", "O", "O", "H", "H", "C", "C", "C", "O", "C", "C", "C", "O", "O", "O", "H", "H", "C", "C", "O", "O", "H", "H", "H", "H", "H", "H", "C", "C", "O", "O", "H", "H", "H", "H", "H", "H"],
  "xyz": [[-0.22027, 0.38036, 0.08580], [-1.73684, 3.90503, -1.51188], [-1.10132, 2.84234, -0.81094], [-0.19332, 3.19295, 0.31529], [0.33947, 2.19198, 0.93102], [-0.08493, 4.57484, 0.69006], [-0.75904, 5.61588, 0.06597], [-1.62969, 5.25265, -1.10614], [-2.12860, 6.17094, -1.80911], [-0.44911, 6.82173, 0.31642], [-1.25413, 1.60535, -1.13402], [-2.29814, 3.62733, -2.39434], [0.54365, 4.80434, 1.54621], [0.27063, -4.90269, -1.46638], [-0.94197, -5.51455, -1.88924], [-2.16160, -4.53646, -2.13976], [-3.18885, -5.02221, -2.59930], [-2.00203, -3.14208, -1.79199], [-0.78297, -2.65615, -1.35863], [0.41446, -3.54733, -1.21976], [1.56262, -3.06389, -0.96427], [-0.66847, -1.42133, -1.03097], [-1.14354, -6.71524, -2.05996], [1.08936, -5.61276, -1.42385], [-2.83141, -2.45980, -1.91398], [2.95716, 1.00430, -0.14578], [4.08247, 0.16805, 0.46114], [3.74532, -0.22301, 1.78519], [1.80932, 0.22087, -0.47020], [3.26935, 1.58526, -1.01526], [2.67294, 1.71413, 0.63017], [4.93763, 0.85806, 0.45319], [4.34398, -0.71375, -0.13167], [4.55293, -0.56018, 2.18162], [2.11485, -0.34353, -1.19645], [-0.71871, -0.43890, 2.81367], [-2.07047, -0.79138, 2.13632], [-2.17046, 0.15074, 1.06250], [0.31315, -0.67230, 1.87266], [-0.61919, -1.16176, 3.62949], [-0.78698, 0.57720, 3.19477], [-2.88214, -0.62547, 2.85125], [-2.05161, -1.80857, 1.73821], [-3.04957, 0.04388, 0.67850], [0.90604, -1.37487, 2.14442]]
}

{
  "formula": "C2H3FO2S",
  "method": "ωB97M-V/def2-TZVPD",
  "energy_ha": -726.4188,
  "orbital_gap_ev": 10.99,
  "e_lumo_ev": 0.4,
  "e_homo_ha": -0.3877,
  "fmax_ev_per_a": 3.67,
  "smiles": "O=S1(=O)C[C@@H]1F",
  "symbols": ["O", "S", "O", "C", "C", "F", "H", "H", "H"],
  "xyz": [[1.63386, -0.22331, 1.31666], [1.00664, 0.20224, 0.10514], [1.91094, 0.67910, -0.88663], [-0.30855, -0.81585, -0.28174], [-0.72051, 0.56824, 0.26352], [-1.13814, 1.41289, -0.62479], [-0.83129, -1.74256, 0.04120], [-0.47457, -0.80449, -1.32179], [-1.07837, 0.72374, 1.38845]]
}